[1]
{"formula": "C2H3NO2", "method": "ωB97M-V/def2-TZVPD", "homo_ev": [-8.3, -8.6], "relative_energy_kj_mol": 719.7, "orbital_gap_ha": [0.316, 0.329], "elements": ["C", "C", "N", "O", "O", "H", "H", "H"], "xyz": [[1.02, -0.91, -1.45], [-0.64, 0.03, 0.57], [-0.27, 1.24, 1.00], [1.25, -1.95, -1.95], [-1.46, 1.05, 0.18], [1.63, -0.02, -1.53], [-1.14, -0.69, 1.12], [-0.38, 1.25, 2.06]]}



[2]
{"formula": "C2H3NO2", "method": "ωB97M-V/def2-TZVPD", "homo_ev": [-6.5, -10.1], "relative_energy_kj_mol": 563.0, "orbital_gap_ha": [0.275, 0.308], "multiplicity": 3, "elements": ["C", "C", "N", "O", "O", "H", "H", "H"], "xyz": [[0.78, -0.19, 0.44], [0.17, 0.48, -0.69], [-1.23, -0.28, 0.78], [0.90, 1.13, 0.33], [-1.18, 0.43, -0.49], [1.46, -0.92, 0.82], [0.52, 0.60, -1.71], [-1.42, -1.25, 0.52]]}



[3]
{"formula": "C2H3NO2S", "method": "ωB97M-V/def2-TZVPD", "homo_ev": -8.5, "relative_energy_kj_mol": 526.1, "smiles": "C=C=S.O=NO", "orbital_gap_ha": 0.313, "elements": ["C", "C", "S", "H", "H", "O", "N", "O", "H"], "xyz": [[1.03, -1.24, 0.34], [-0.16, -1.67, 0.20], [-1.61, -2.19, -0.13], [1.89, -1.72, 0.82], [1.10, -0.26, 0.14], [-3.52, 0.18, 0.55], [-2.99, 1.19, 0.19], [-1.91, 1.03, -0.69], [-1.51, 1.91, -1.08]]}



Energy / hartree: -282.983895; -282.936531; -681.258935